# 1
Molecular formula: C3H6O2
Method: DFT, ωB97M-V/def2-TZVPD

Last column: Löwdin charge in e.
Geometry (Å):
C 0.810 -0.063 -0.741  -0.11
C 0.968 -0.030 0.738  -0.05
C -0.557 -0.066 0.042  -0.63
O -1.204 -1.249 0.034  0.03
O -1.216 1.107 0.164  0.01
H 1.014 0.703 -1.467  0.09
H 0.814 -0.943 -1.414  0.11
H 1.243 -1.007 1.250  0.11
H 1.249 0.906 1.282  0.10
H -1.911 -1.064 0.786  0.18
H -1.209 1.704 -0.673  0.16

Output
Energy above the lowest of the compared OMol25 structures with the same formula, charge and spin, eV: 2.8620
DFT total energy, a.u.: -268.30005
Structure (SMILES): OC1(O)CC1
LUMO, eV: 0.705
Maximum force, Eh/bohr: 0.1389


# 2
Molecular formula: C3H6O2
Method: DFT, ωB97M-V/def2-TZVPD

Last column: Löwdin charge in e.
Geometry (Å):
C -0.645 -0.356 -1.851  -0.06
C -0.126 -1.636 -1.497  -0.09
H -1.515 -0.414 -2.470  0.03
H -0.279 0.447 -1.259  0.01
H -0.726 -2.613 -1.471  0.06
H 0.651 -1.643 -0.624  0.05
O 1.295 0.766 2.765  0.10
C 0.871 1.484 1.950  -0.43
O -0.395 1.349 1.459  0.00
H 1.374 2.313 1.373  0.15
H -0.505 0.303 1.626  0.18

Output
Energy above the lowest of the compared OMol25 structures with the same formula, charge and spin, eV: 2.6804
DFT total energy, a.u.: -268.30672
Structure (SMILES): O=CO.C=C
LUMO, eV: 0.770
Maximum force, Eh/bohr: 0.1222


# 3
Molecular formula: C3H6O2
Method: DFT, ωB97M-V/def2-TZVPD

Last column: Löwdin charge in e.
Geometry (Å):
C 1.240 -0.291 0.020  -0.03
C -0.076 0.503 0.200  -0.41
O -0.319 1.320 -0.916  -0.04
C -1.236 -0.456 0.388  -0.20
O -2.045 -0.649 -0.492  0.06
H 2.003 -0.033 0.759  0.08
H 1.105 -1.380 0.027  0.08
H 1.595 0.013 -0.967  0.09
H -0.015 1.141 1.093  0.15
H -0.958 0.833 -1.463  0.09
H -1.292 -1.001 1.351  0.13

Output
Energy above the lowest of the compared OMol25 structures with the same formula, charge and spin, eV: 1.0945
DFT total energy, a.u.: -268.36500
Structure (SMILES): C[C@@H](O)C=O
LUMO, eV: 0.858
Maximum force, Eh/bohr: 0.0114


# 4
Molecular formula: C3H6O2
Method: DFT, ωB97M-V/def2-TZVPD

Last column: Löwdin charge in e.
Geometry (Å):
O -1.417 -1.190 -0.614  0.12
C -0.854 -0.138 -0.632  -0.51
O -1.177 0.762 -1.634  0.05
C 0.183 0.532 0.237  -0.16
C 1.049 -0.494 0.910  -0.10
H -1.982 0.491 -2.097  0.12
H -0.440 1.214 0.839  0.13
H 0.676 1.278 -0.381  0.12
H 2.046 -0.569 0.466  0.08
H 0.650 -1.511 0.929  0.08
H 1.266 -0.376 1.976  0.07

Output
Energy above the lowest of the compared OMol25 structures with the same formula, charge and spin, eV: 0.2659
DFT total energy, a.u.: -268.39545
Structure (SMILES): CCC(=O)O
LUMO, eV: 0.836
Maximum force, Eh/bohr: 0.0503


# 5
Molecular formula: C3H6O2
Method: DFT, ωB97M-V/def2-TZVPD

Last column: Löwdin charge in e.
Geometry (Å):
C -0.714 0.462 -1.270  0.00
C 0.110 -0.157 -0.202  -0.35
O 0.819 -1.217 -0.492  0.11
C 0.235 0.257 1.128  -0.27
O 1.205 -0.509 1.842  -0.21
H -1.362 -0.280 -1.748  0.09
H -1.324 1.274 -0.867  0.09
H -0.051 0.867 -2.043  0.10
H -0.181 -0.575 1.826  0.20
H 1.328 -1.338 0.384  0.12
H -0.007 1.277 1.431  0.13

Output
Energy above the lowest of the compared OMol25 structures with the same formula, charge and spin, eV: 3.7788
DFT total energy, a.u.: -268.26635
LUMO (alpha / beta), eV: 0.412 / 0.411
Maximum force, Eh/bohr: 0.0066


# 6
Molecular formula: C3H6O2
Method: DFT, ωB97M-V/def2-TZVPD

Last column: Löwdin charge in e.
Geometry (Å):
C -0.183 -0.793 0.948  -0.12
C 0.106 0.834 0.921  -0.20
C -0.391 -0.019 -1.030  -0.31
H 0.578 -1.353 1.735  0.14
H -1.375 -1.188 1.198  0.17
H 1.115 1.175 1.473  0.15
H -0.809 1.512 1.352  0.15
H -0.399 0.044 -2.265  0.18
H -1.541 0.173 -0.697  0.15
O 0.288 1.091 -0.476  -0.17
O 0.367 -1.153 -0.503  -0.13

Output
Energy above the lowest of the compared OMol25 structures with the same formula, charge and spin, eV: 4.2344
DFT total energy, a.u.: -268.24961
Structure (SMILES): C1COCO1
LUMO, eV: 0.982
Maximum force, Eh/bohr: 0.1122


# 7
Molecular formula: C3H6O2
Method: DFT, ωB97M-V/def2-TZVPD

Last column: Löwdin charge in e.
Geometry (Å):
C 0.125 0.780 0.660  -0.07
C 0.101 -0.697 0.697  -0.33
C -0.233 0.048 -0.566  -0.34
O 1.206 -1.493 0.725  0.01
O -1.492 0.233 -1.152  0.00
H -0.772 1.337 0.959  0.12
H 1.007 1.425 0.668  0.11
H -0.636 -1.155 1.411  0.17
H 0.529 0.168 -1.410  0.17
H 1.553 -1.513 -0.168  0.09
H -1.388 0.866 -1.823  0.06

Output
Energy above the lowest of the compared OMol25 structures with the same formula, charge and spin, eV: 2.6361
DFT total energy, a.u.: -268.30835
Structure (SMILES): O[C@H]1C[C@@H]1O
LUMO, eV: 0.801
Maximum force, Eh/bohr: 0.0528


# 8
Molecular formula: C3H6O2
Method: DFT, ωB97M-V/def2-TZVPD

Last column: Löwdin charge in e.
Geometry (Å):
C -0.078 1.344 -0.264  0.02
C 0.060 -0.060 0.313  -0.57
O 0.886 -0.118 1.416  0.04
C -0.095 -1.222 -0.554  -0.09
O -1.011 -1.011 0.525  -0.02
H 0.319 2.100 0.422  0.08
H -1.124 1.564 -0.480  0.09
H 0.484 1.426 -1.208  0.09
H 0.624 -2.038 -0.508  0.12
H -0.592 -1.073 -1.509  0.12
H 0.527 -0.912 1.845  0.11

Output
Energy above the lowest of the compared OMol25 structures with the same formula, charge and spin, eV: 1.9015
DFT total energy, a.u.: -268.33535
Structure (SMILES): C[C@]1(O)CO1
LUMO, eV: 0.994
Maximum force, Eh/bohr: 0.0172


Which value of maximum force does entry 3 give? 0.0114 Eh/bohr


Which of these has the lowest energy above the lowest of the compared OMol25 structures with the same formula, charge and spin? number 4


What is the formula in the seventh record? C3H6O2